The following is a quantum chemistry calculation of 2 unconnected molecules or ions with the total composition C9H20BClIO7P, from the Open Molecules 2025 dataset.

Atoms and positions in Å:
C (6.91027, -1.23877, 0.87062)
C (6.76455, 0.26076, 0.62119)
O (5.68529, 0.78935, 1.38987)
C (4.69381, 1.49481, 0.67617)
C (3.35207, 1.26363, 1.36600)
O (2.27578, 0.99188, 0.44080)
B (2.01544, -0.26714, 0.06131)
I (3.22637, -1.23764, -1.46775)
C (0.76690, -1.10835, 0.53555)
C (0.04206, -0.57221, 1.71432)
O (-1.03928, -0.09033, 1.69547)
Cl (0.91785, -0.68914, 3.24790)
H (6.50287, -1.81469, 0.04415)
H (7.95379, -1.51890, 0.98918)
H (6.38775, -1.49768, 1.78642)
H (7.67070, 0.77080, 0.94647)
H (6.59712, 0.45604, -0.43535)
H (4.64724, 1.18409, -0.36504)
H (4.91911, 2.56470, 0.68573)
H (3.05852, 2.15045, 1.91891)
H (3.46660, 0.45926, 2.08787)
H (0.04976, -1.09769, -0.28725)
H (1.08552, -2.13761, 0.68648)
C (-5.39466, -2.26887, -1.03341)
O (-4.77936, -0.99042, -1.25096)
P (-5.44846, 0.26442, -0.52897)
O (-5.74103, 0.07623, 0.88558)
O (-6.72164, 0.60899, -1.39819)
C (-6.62283, 0.67757, -2.82733)
O (-4.44059, 1.41492, -0.90952)
C (-3.30059, 1.64574, -0.05737)
H (-5.14937, -2.89412, -1.88822)
H (-5.00217, -2.71641, -0.12247)
H (-6.47858, -2.17937, -0.95076)
H (-6.85174, -0.29708, -3.25740)
H (-5.63060, 0.99363, -3.14480)
H (-7.35668, 1.40365, -3.16578)
H (-2.46894, 1.92767, -0.69829)
H (-3.03460, 0.75916, 0.51062)
H (-3.52823, 2.45864, 0.62822)

As for the calculated total energy: -54581.6332 eV. The calculation puts the strongest force on any atom at 0.6 eV Å⁻¹. The calculation puts the HOMO-LUMO gap at 10.11 eV. Its structure (SMILES) is CCOCCOB(I)CC(=O)Cl.COP(=O)(OC)OC. As for the HOMO energy: -9.9 eV.

Results of the natural (NBO) charge analysis, in e, for atoms 1 through 8: C -0.64; C -0.06; O -0.55; C -0.09; C -0.07; O -0.76; B 0.90; I -0.10


The following is a quantum chemistry calculation of 2 unconnected molecules or ions with the total composition C3HF5 in a non-equilibrium geometry, from the Open Molecules 2025 dataset.

Atoms and positions in Å:
C (-1.82643, 0.18068, 0.04931)
C (-0.90947, -0.77623, 0.07756)
C (1.89062, 0.24324, -0.05276)
F (-3.13506, -0.07870, 0.07616)
F (-0.97755, -2.08221, -0.10322)
F (2.59692, -0.56977, 0.62307)
F (2.28697, 0.45653, -1.28350)
F (1.75838, 1.44015, 0.57316)
H (-1.68438, 1.18631, 0.04022)

As for the calculated total energy: -16709.0215 eV. The calculation puts the strongest force on any atom at 3.2 eV Å⁻¹. The calculation puts the HOMO-LUMO gap (spin up / spin down) at 8.96 / 9.76 eV. As for the HOMO energy (spin up / spin down): -10.0 / -10.3 eV.

Results of the natural (NBO) charge analysis, in e, for atoms 1 through 8: C 0.04; C 0.35; C 0.99; F -0.32; F -0.30; F -0.29; F -0.31; F -0.34


The following is a quantum chemistry calculation of 3 unconnected molecules or ions with the total composition C3H10INOP in a non-equilibrium geometry, from the Open Molecules 2025 dataset.

Atoms and positions in Å:
C (0.18725, -3.87798, 0.76118)
C (3.35119, 4.06077, 1.13586)
C (-1.22599, -3.60734, 0.67822)
N (-1.58070, -2.36496, 0.84021)
O (-0.09117, -0.12576, 0.51610)
P (0.96415, 0.85691, 0.61691)
I (2.95897, -0.33492, -0.15155)
H (0.39123, -4.74892, 1.45920)
H (0.57313, -4.28673, -0.18673)
H (0.77919, -3.09533, 0.97566)
H (4.48103, 4.27460, 1.35930)
H (2.80785, 3.63935, 2.05748)
H (3.20611, 3.40549, 0.30301)
H (-1.90416, -4.38363, 0.66620)
H (2.84958, 5.04955, 0.91837)
H (-2.55733, -2.09897, 0.94852)
H (-0.88189, -1.55132, 0.58578)

As for the calculated total energy: -24193.4933 eV. The calculation puts the strongest force on any atom at 4.8 eV Å⁻¹. The calculation puts the HOMO-LUMO gap at 8.54 eV. As for the total charge: +1. As for the HOMO energy: -13.4 eV.

Results of the natural (NBO) charge analysis, in e, for atoms 1 through 8: C -0.71; C -0.86; C 0.33; N -0.62; O -1.09; P 1.31; I -0.15; H 0.29


The following is a quantum chemistry calculation of C10H12N2O in the gas phase in a non-equilibrium geometry, from the Open Molecules 2025 dataset.

Atoms and positions in Å:
C (-1.08986, 1.79959, -1.16502)
C (-2.12844, 0.85163, -0.67740)
C (-2.03881, -0.66605, -0.59508)
C (-1.00303, -1.40329, -1.31714)
C (0.22461, -1.03070, -1.45148)
C (1.50370, -0.65717, -1.56404)
C (2.40654, -0.67753, -0.39355)
O (3.59744, -0.88149, -0.29694)
N (1.69579, -0.29950, 0.77974)
C (2.37028, -0.38885, 2.10836)
N (0.45399, 0.12252, 0.68173)
C (-0.58378, 0.10995, 1.38393)
C (-1.88945, 0.25062, 0.65703)
H (-0.89179, 1.72872, -2.24757)
H (-0.13689, 1.53930, -0.55531)
H (-1.31632, 2.81628, -1.11676)
H (-3.03687, 1.33792, -0.76594)
H (-3.06163, -1.08845, -0.76282)
H (-1.27054, -2.38290, -1.78256)
H (1.92991, -0.13464, -2.34523)
H (2.25454, 0.50067, 2.76330)
H (1.88902, -1.04858, 2.73549)
H (3.48794, -0.40791, 2.09602)
H (-0.55144, -0.12534, 2.39708)
H (-2.81491, 0.13522, 1.43415)

As for the calculated total energy: -15586.7162 eV. The calculation puts the strongest force on any atom at 4.1 eV Å⁻¹. The calculation puts the HOMO-LUMO gap at 9.06 eV. Its structure (SMILES) is C[C@H]1[C@H]2C=C=CC(=O)N(C)/N=C/[C@@H]12. As for the HOMO energy: -8.3 eV.

Results of the natural (NBO) charge analysis, in e, for atoms 1 through 8: C -0.64; C -0.22; C -0.24; C -0.30; C 0.22; C -0.43; C 0.67; O -0.58